[1]
Entry from OMol25: an isolated molecule of C3H7NO2S (ωB97M-V/def2-TZVPD).

CARTESIAN COORDINATES (ANGSTROEM)
C: 0.28244 -0.04475 -0.74178
C: 1.51668 0.40718 -1.41133
C: -0.63924 -0.80264 2.12722
N: -0.90143 0.42223 -0.61995
O: 0.42094 -1.28568 -0.14710
O: -1.14882 1.62256 -1.32387
S: -0.77518 -1.94300 0.82632
H: 1.29146 0.75284 -2.37675
H: 1.81946 1.27010 -0.73413
H: 2.36294 -0.22650 -1.45937
H: 0.36108 -0.80823 2.35799
H: -1.24462 -1.25931 2.86315
H: -1.26963 0.11637 2.02265
H: -2.07608 1.77883 -1.38305

As for the relative energy (zero: lowest compared OMol25 entry of this formula, charge and spin): 3.945 eV. As for the spin multiplicity: 1. The molar mass is 121.161 g mol⁻¹. Its orbital gap is 9.2927 eV. For the total energy, the calculation gives -721.81768 Eh. As for the net charge: 0.

Löwdin population analysis, charges in e, atoms 1 to 6: -0.46 0.02 -0.42 0.02 -0.44 -0.05

[2]
Entry from OMol25: a 4-piece molecular cluster, C4H14O3 overall (ωB97M-V/def2-TZVPD).

CARTESIAN COORDINATES (ANGSTROEM)
C: -1.45292 -3.00153 -0.57016
C: -1.01105 -1.52433 -0.85554
C: -0.44883 -1.15164 -2.02793
C: 0.59240 -0.21428 -2.18237
H: -1.97038 -3.46360 -1.38350
H: -0.53720 -3.47107 -0.32385
H: -2.34370 -3.01348 0.18302
H: -1.61062 -0.75634 -0.30729
H: -0.94048 -1.48485 -2.96544
H: 1.32971 -0.46762 -2.94442
H: 0.11944 0.77520 -2.50731
H: 1.19630 -0.04413 -1.30131
H: -1.21537 3.36952 2.40348
H: -0.49247 1.94529 2.45042
O: -0.45495 2.88022 2.79872
H: 2.90443 3.10897 1.04373
H: 1.51901 2.86194 1.73171
O: 2.07591 2.65186 0.97136
H: 1.32381 -0.11904 2.43038
H: 0.82650 0.78356 1.28957
O: 0.59046 0.33535 2.06674

As for the relative energy (zero: lowest compared OMol25 entry of this formula, charge and spin): 3.325 eV. As for the spin multiplicity: 1. The molar mass is 110.153 g mol⁻¹. Its orbital gap is 8.4448 eV. For the total energy, the calculation gives -386.40460 Eh. As for the net charge: 0.

Löwdin population analysis, charges in e, atoms 1 to 6: -0.10 -0.17 -0.24 -0.14 0.04 0.05

[3]
Entry from OMol25: an isolated molecule of C5H12O2 (ωB97M-V/def2-TZVPD).

CARTESIAN COORDINATES (ANGSTROEM)
C: -1.65650 -0.23280 1.63666
O: -0.40224 -0.51702 1.07536
C: -0.19401 0.29891 -0.06090
C: -0.54759 1.85817 0.18249
C: 1.24667 0.00663 -0.54300
C: 1.48902 -1.23488 -1.42620
O: 1.39530 -2.47813 -0.76507
H: -2.48172 -0.60396 1.00958
H: -1.73747 0.85847 1.67883
H: -1.70119 -0.67904 2.63209
H: -0.90140 -0.02661 -0.84696
H: -0.74096 2.27457 1.18916
H: -1.44251 2.14674 -0.38827
H: 0.28598 2.45212 -0.17799
H: 1.89420 -0.08685 0.33860
H: 1.58668 0.87189 -1.11948
H: 0.83502 -1.20901 -2.31552
H: 2.52029 -1.19446 -1.80331
H: 0.55243 -2.50473 -0.29607

As for the relative energy (zero: lowest compared OMol25 entry of this formula, charge and spin): 1.749 eV. As for the spin multiplicity: 1. The molar mass is 104.149 g mol⁻¹. Its orbital gap is 10.8958 eV. For the total energy, the calculation gives -348.14053 Eh. As for the net charge: 0.

Löwdin population analysis, charges in e, atoms 1 to 6: -0.11 -0.17 -0.37 -0.04 -0.13 -0.27

[4]
Entry from OMol25: an isolated ion of composition C3H9NS2 and charge -1 (ωB97M-V/def2-TZVPD).

CARTESIAN COORDINATES (ANGSTROEM)
S: -3.43980 -0.39589 -0.61127
S: -2.79429 0.39989 1.18976
C: -1.02355 -0.42528 1.00028
C: -0.11959 -0.21709 -0.21276
N: 1.10773 0.60740 0.18986
C: 2.38019 0.09840 -0.33856
H: -2.97976 0.70217 -1.17943
H: -0.60447 0.06983 1.93489
H: -1.22989 -1.47198 1.29367
H: -0.71819 0.27734 -0.97345
H: 0.31109 -1.17035 -0.53113
H: 0.86675 1.55483 -0.19742
H: 2.70443 -0.73878 0.31336
H: 3.23272 0.84265 -0.42505
H: 2.30662 -0.13316 -1.45275

As for the relative energy (zero: lowest compared OMol25 entry of this formula, charge and spin): 2.192 eV. As for the spin multiplicity: 2. The molar mass is 123.246 g mol⁻¹. Its orbital gap (spin up / spin down) is 2.8872 / 7.8416 eV. For the total energy, the calculation gives -970.75379 Eh. As for the expectation value of S²: 0.753. As for the net charge: -1.

Löwdin population analysis, charges in e, atoms 1 to 6: -0.14 0.03 -0.54 -0.29 -0.16 -0.19

[5]
Entry from OMol25: C32H38Br3N2O7PRuSSi as an isolated structure (ωB97M-V/def2-TZVPD).

CARTESIAN COORDINATES (ANGSTROEM)
Ru: -0.31251 -0.15171 0.92339
Br: -1.94442 3.06941 4.38095
C: -0.44996 1.91917 4.40776
C: 0.44650 1.99970 5.49326
C: 1.53844 1.18740 5.56577
Br: 2.70013 1.32672 7.05222
C: 1.81200 0.25952 4.52656
C: 2.91920 -0.61775 4.47469
C: 3.09129 -1.44484 3.40001
C: 2.16828 -1.39155 2.33961
N: 1.13719 -0.59160 2.37463
C: 0.91327 0.21665 3.45057
C: -0.27213 1.02071 3.38622
O: -1.08766 0.88248 2.35572
H: 0.24750 2.71763 6.27630
H: 3.62643 -0.62066 5.29315
H: 3.92662 -2.12906 3.34385
H: 2.27564 -2.00616 1.45525
C: -5.08924 -1.11304 -4.12436
Si: -3.25044 -1.27184 -3.83283
C: -2.82768 -3.03735 -3.41456
C: -2.30502 -0.72552 -5.35017
C: -2.80336 -0.05399 -2.46000
C: -3.23068 1.26421 -2.57822
C: -2.91772 2.24306 -1.63087
C: -2.14777 1.88306 -0.55056
N: -1.72778 0.62360 -0.41643
C: -2.02566 -0.31646 -1.32131
S: -1.26718 -1.78352 -0.80609
H: -5.42790 -1.84012 -4.86746
H: -5.36409 -0.11906 -4.48674
H: -5.64067 -1.29702 -3.19879
H: -3.25648 -3.68778 -4.18303
H: -3.23123 -3.34294 -2.44715
H: -1.74887 -3.20441 -3.39503
H: -2.58438 -1.31857 -6.22560
H: -1.23006 -0.84761 -5.19146
H: -2.49173 0.32607 -5.58248
H: -3.83489 1.55110 -3.43416
H: -3.26121 3.26253 -1.73700
H: -1.86190 2.56525 0.23933
Br: -4.29223 -6.65231 3.94884
C: -3.24399 -5.08580 4.14842
C: -2.56659 -4.87039 5.33752
C: -1.80409 -3.71918 5.47679
C: -1.70348 -2.81272 4.43201
C: -2.39166 -3.04355 3.24690
C: -3.17317 -4.18230 3.10340
C: -2.29491 -2.09663 2.07214
O: -3.24292 -1.87523 1.32532
O: -1.08365 -1.58884 2.00765
H: -2.63574 -5.59225 6.13964
H: -1.27939 -3.53670 6.40641
H: -1.10008 -1.91894 4.52962
H: -3.72014 -4.34377 2.18417
C: 0.12963 4.34713 -2.02223
C: 1.42554 3.59846 -1.75982
C: 2.10900 4.13579 -0.50692
C: 2.35554 3.68489 -2.96184
O: 1.03532 2.18964 -1.62383
P: 1.59876 1.12918 -0.59428
O: 1.29793 1.50348 0.83076
O: 0.88806 -0.19285 -0.85143
O: 3.14693 1.03090 -0.87913
C: 3.82791 0.08143 -1.76728
C: 3.89004 -1.26755 -1.06422
C: 5.21829 0.66725 -1.94044
C: 3.10912 -0.02462 -3.10672
H: 0.34372 5.39471 -2.24091
H: -0.51975 4.30261 -1.14666
H: -0.39661 3.90940 -2.87218
H: 2.39904 5.17047 -0.69661
H: 3.00814 3.57028 -0.26044
H: 1.44426 4.10516 0.35475
H: 2.62966 4.72401 -3.14956
H: 1.86681 3.28513 -3.85234
H: 3.26922 3.11739 -2.77762
H: 4.39816 -1.16692 -0.10255
H: 4.44478 -1.97775 -1.67935
H: 2.88584 -1.65954 -0.90124
H: 5.68124 0.83799 -0.96778
H: 5.17453 1.61697 -2.47586
H: 5.84249 -0.02280 -2.50963
H: 2.08052 -0.36139 -2.98341
H: 3.63372 -0.75098 -3.72916
H: 3.10433 0.93501 -3.62583

As for the relative energy (zero: lowest compared OMol25 entry of this formula, charge and spin): 0.848 eV. As for the spin multiplicity: 1. The molar mass is 994.572 g mol⁻¹. Its orbital gap (spin up / spin down) is 6.5699 / 6.5661 eV. For the total energy, the calculation gives -10724.58621 Eh. As for the net charge: 0.

Löwdin population analysis, charges in e, atoms 1 to 6: 1.41 0.79 -0.60 -0.16 -0.63 0.78

[6]
Entry from OMol25: a 2-piece molecular cluster, C2H4O3 overall (ωB97M-V/def2-TZVPD).

CARTESIAN COORDINATES (ANGSTROEM)
C: 2.73755 0.12817 -0.42928
C: -1.54841 -0.30080 0.40468
O: 2.13384 -0.18783 0.49304
O: 3.35979 0.56543 -1.28422
O: -1.06740 0.13712 -0.74819
H: -2.61532 -0.35591 0.61899
H: -0.96702 0.26213 1.25267
H: -1.10598 -1.33597 0.48449
H: -0.92704 1.08765 -0.79216

As for the relative energy (zero: lowest compared OMol25 entry of this formula, charge and spin): 0.496 eV. As for the spin multiplicity: 1. The molar mass is 76.051 g mol⁻¹. Its orbital gap is 10.8711 eV. For the total energy, the calculation gives -304.32346 Eh. As for the net charge: 0.

Löwdin population analysis, charges in e, atoms 1 to 6: -0.44 -0.26 0.21 0.22 -0.11 0.07

[7]
Entry from OMol25: an isolated molecule of C4H9N3O (ωB97M-V/def2-TZVPD).

CARTESIAN COORDINATES (ANGSTROEM)
C: -1.03146 -1.22673 -0.73211
C: 0.92490 0.21505 -1.22800
N: -0.18776 -0.10033 -0.34545
C: -0.78049 1.01257 0.45839
C: 0.00624 0.84000 1.63173
O: 2.02820 -0.20167 1.76029
N: 0.63687 -0.37135 1.45027
N: -1.88878 1.61416 0.22828
H: 2.32435 -1.10882 1.94255
H: -2.21576 1.42493 -0.71697
H: 0.17973 1.53068 2.44672
H: -1.88378 -1.32557 -0.06051
H: -0.44364 -2.14530 -0.67319
H: -1.38934 -1.09629 -1.75581
H: 1.22183 -0.60901 -1.88133
H: 1.82274 0.47336 -0.66803
H: 0.67614 1.07430 -1.85683

As for the relative energy (zero: lowest compared OMol25 entry of this formula, charge and spin): 5.847 eV. As for the spin multiplicity: 1. The molar mass is 115.136 g mol⁻¹. Its orbital gap (spin up / spin down) is 7.5924 / 7.5836 eV. For the total energy, the calculation gives -397.13578 Eh. As for the net charge: 0.

Löwdin population analysis, charges in e, atoms 1 to 6: -0.06 -0.05 -0.23 -0.41 -0.08 -0.06

molar mass of number 2 (C4H14O3)? 110.153 g mol⁻¹